Formula: C42H105BN7O22
Source: the Open Molecules 2025 dataset
Level of theory: wB97M-V/def2-TZVPD

Each atom is followed by the atoms it is bonded to, with distances in Å.
Element x y z (Å)
1 O -1.009 2.682 0.932  C2 1.203
2 C -0.126 1.873 0.818  O1 1.203, O3 1.318, C6 1.536
3 O 0.118 1.203 -0.290  C2 1.318, B4 1.477
4 B 1.253 0.281 -0.083  O3 1.477, O5 1.492, O8 1.472, O12 1.462
5 O 1.626 0.490 1.347  B4 1.492, C6 1.310
6 C 0.933 1.477 1.857  C2 1.536, O5 1.310, O7 1.202
7 O 1.061 1.891 2.979  C6 1.202
8 O 2.363 0.507 -1.023  B4 1.472, C9 1.310
9 C 2.492 -0.536 -1.807  O8 1.310, O10 1.199, C11 1.551
10 O 3.256 -0.581 -2.729  C9 1.199
11 C 1.526 -1.635 -1.294  C9 1.551, O12 1.336, O13 1.188
12 O 0.871 -1.121 -0.249  B4 1.462, C11 1.336
13 O 1.399 -2.729 -1.740  C11 1.188
14 C -0.175 5.689 0.892  O15 1.423, H16 1.091, H17 1.087, H18 1.096
15 O -0.574 6.972 0.424  C14 1.423, H19 0.958
16 H 0.848 5.717 1.270  C14 1.091
17 H -0.925 5.322 1.588  C14 1.087
18 H -0.181 4.965 0.069  C14 1.096
19 H 0.181 7.473 0.112  O15 0.958
20 C 6.060 -0.425 -5.170  O21 1.407, H22 1.099, H23 1.105, H24 1.087
21 O 5.948 -0.311 -3.772  C20 1.407, H25 0.966
22 H 5.346 -1.174 -5.539  C20 1.099
23 H 5.649 0.520 -5.569  C20 1.105
24 H 7.100 -0.523 -5.471  C20 1.087
25 H 5.009 -0.294 -3.546  O21 0.966
26 C -0.341 -5.747 -0.806  O27 1.400, H28 1.094, H29 1.091, H30 1.101
27 O -0.706 -4.403 -0.666  C26 1.400, H31 0.967
28 H 0.704 -5.953 -1.052  C26 1.094
29 H -0.629 -6.398 0.022  C26 1.091
30 H -0.940 -6.170 -1.628  C26 1.101
31 H -0.264 -3.841 -1.316  O27 0.967
32 C 1.165 4.024 -2.706  O33 1.444, H34 1.086, H35 1.087, H36 1.090
33 O 1.893 4.647 -3.786  C32 1.444, H37 0.957
34 H 1.875 3.503 -2.071  C32 1.086
35 H 0.651 4.875 -2.266  C32 1.087
36 H 0.472 3.262 -3.065  C32 1.090
37 H 1.523 4.509 -4.658  O33 0.957
38 C 2.122 -0.029 -6.238  O39 1.436, H47 1.091, H48 1.090, H49 1.092
39 O 1.903 -1.398 -6.610  C38 1.436, C40 1.424
40 C 0.539 -1.804 -6.649  O39 1.424, C41 1.533, H50 1.092, H51 1.093
41 C 0.267 -2.474 -5.297  C40 1.533, N42 1.464, H52 1.099, H53 1.088
42 N -1.117 -2.949 -5.316  C41 1.464, C43 1.450, H54 1.001
43 C -1.530 -4.152 -4.619  N42 1.450, C44 1.544, H55 1.090, H56 1.095
44 C -0.836 -5.372 -5.262  C43 1.544, O45 1.418, H57 1.097, H58 1.093
45 O -1.169 -6.451 -4.403  C44 1.418, C46 1.422
46 C -0.729 -7.727 -4.851  O45 1.422, H59 1.090, H60 1.094, H61 1.091
47 H 2.270 0.004 -5.157  C38 1.091
48 H 1.384 0.694 -6.586  C38 1.090
49 H 3.066 0.105 -6.769  C38 1.092
50 H 0.414 -2.563 -7.424  C40 1.092
51 H -0.191 -1.037 -6.916  C40 1.093
52 H 0.344 -1.777 -4.451  C41 1.099
53 H 1.033 -3.201 -5.037  C41 1.088
54 H -1.808 -2.262 -5.549  N42 1.001
55 H -2.604 -4.329 -4.677  C43 1.090
56 H -1.298 -4.045 -3.554  C43 1.095
57 H 0.253 -5.288 -5.163  C44 1.097
58 H -1.178 -5.454 -6.297  C44 1.093
59 H -0.717 -7.816 -5.937  C46 1.090
60 H -1.482 -8.447 -4.520  C46 1.094
61 H 0.185 -7.986 -4.314  C46 1.091
62 C 4.404 -4.969 7.757  O63 1.418, H71 1.094, H72 1.095, H73 1.090
63 O 4.702 -3.722 7.150  C62 1.418, C64 1.412
64 C 5.784 -3.874 6.256  O63 1.412, C65 1.528, H74 1.100, H75 1.101
65 C 6.010 -2.556 5.518  C64 1.528, N66 1.455, H76 1.095, H77 1.092
66 N 5.150 -2.336 4.365  C65 1.455, C67 1.480, H78 1.017
67 C 3.676 -2.334 4.502  N66 1.480, C68 1.553, H79 1.095, H80 1.092
68 C 3.098 -3.526 3.692  C67 1.553, O69 1.394, H81 1.094, H82 1.096
69 O 3.688 -3.658 2.436  C68 1.394, C70 1.420
70 C 3.284 -2.664 1.506  O69 1.420, H83 1.095, H84 1.089, H85 1.091
71 H 5.214 -5.218 8.448  C62 1.094
72 H 4.261 -5.763 7.015  C62 1.095
73 H 3.453 -4.925 8.287  C62 1.090
74 H 5.678 -4.646 5.479  C64 1.100
75 H 6.687 -4.207 6.790  C64 1.101
76 H 7.009 -2.597 5.069  C65 1.095
77 H 5.947 -1.656 6.133  C65 1.092
78 H 5.319 -3.135 3.759  N66 1.017
79 H 3.309 -1.365 4.146  C67 1.095
80 H 3.347 -2.337 5.543  C67 1.092
81 H 2.009 -3.614 3.662  C68 1.094
82 H 3.392 -4.338 4.366  C68 1.096
83 H 2.323 -2.978 1.084  C70 1.095
84 H 3.968 -2.541 0.668  C70 1.089
85 H 3.157 -1.724 2.046  C70 1.091
86 C -7.753 1.445 0.120  O87 1.418, H95 1.090, H96 1.089, H97 1.097
87 O -6.346 1.573 0.239  C86 1.418, C88 1.404
88 C -5.927 2.913 0.224  O87 1.404, C89 1.520, H98 1.100, H99 1.103
89 C -4.408 2.978 0.193  C88 1.520, N90 1.496, H100 1.101, H101 1.087
90 N -3.762 2.175 1.277  C89 1.496, C91 1.438, H102 1.022
91 C -4.023 2.743 2.572  N90 1.438, C92 1.536, H103 1.097, H104 1.100
92 C -3.555 1.836 3.720  C91 1.536, O93 1.395, H105 1.100, H106 1.102
93 O -4.000 0.515 3.656  C92 1.395, C94 1.394
94 C -3.539 -0.333 4.662  O93 1.394, H107 1.099, H108 1.089, H109 1.098
95 H -8.076 0.651 0.792  C86 1.090
96 H -8.092 1.318 -0.907  C86 1.089
97 H -8.199 2.340 0.571  C86 1.097
98 H -6.409 3.441 1.060  C88 1.100
99 H -6.291 3.465 -0.660  C88 1.103
100 H -4.120 4.022 0.389  C89 1.101
101 H -3.898 2.561 -0.672  C89 1.087
102 H -2.793 2.362 1.009  N90 1.022
103 H -5.099 2.817 2.774  C91 1.097
104 H -3.627 3.757 2.730  C91 1.100
105 H -3.891 2.288 4.665  C92 1.100
106 H -2.460 1.956 3.734  C92 1.102
107 H -2.544 -0.008 4.998  C94 1.099
108 H -3.430 -1.362 4.323  C94 1.089
109 H -4.229 -0.282 5.515  C94 1.098
110 C -5.944 7.422 -4.227  C111 1.554, H116 1.095, H117 1.094, H118 1.090
111 C -5.674 6.218 -3.282  C110 1.554, C112 1.531, N115 1.468, H119 1.088
112 C -4.150 6.120 -3.170  C111 1.531, O113 1.415, H120 1.096, H121 1.099
113 O -3.847 5.084 -2.255  C112 1.415, C114 1.388
114 C -2.512 4.717 -2.155  O113 1.388, H122 1.102, H123 1.093, H124 1.094
115 N -6.242 6.566 -1.974  C111 1.468, H125 1.009, H126 1.018
116 H -5.150 7.608 -4.957  C110 1.095
117 H -5.990 8.408 -3.757  C110 1.094
118 H -6.884 7.279 -4.761  C110 1.090
119 H -6.137 5.328 -3.702  C111 1.088
120 H -3.698 7.071 -2.866  C112 1.096
121 H -3.679 5.835 -4.121  C112 1.099
122 H -2.062 4.238 -3.039  C114 1.102
123 H -2.392 3.859 -1.489  C114 1.093
124 H -1.884 5.528 -1.774  C114 1.094
125 H -6.226 7.565 -1.830  N115 1.009
126 H -5.624 6.141 -1.286  N115 1.018
127 C -2.720 -0.081 -2.020  C128 1.525, H133 1.090, H134 1.093, H135 1.097
128 C -3.479 -1.177 -1.280  C127 1.525, C129 1.546, N132 1.496, H136 1.100
129 C -2.675 -1.777 -0.104  C128 1.546, O130 1.436, H137 1.091, H138 1.095
130 O -2.799 -0.769 0.911  C129 1.436, C131 1.408
131 C -1.853 -0.968 1.935  O130 1.408, H139 1.092, H140 1.097, H141 1.091
132 N -4.843 -0.666 -0.938  C128 1.496, H142 1.021, H143 1.027
133 H -2.374 0.744 -1.398  C127 1.090
134 H -3.284 0.349 -2.852  C127 1.093
135 H -1.838 -0.526 -2.497  C127 1.097
136 H -3.618 -2.008 -1.986  C128 1.100
137 H -1.612 -1.954 -0.277  C129 1.091
138 H -3.151 -2.689 0.273  C129 1.095
139 H -0.847 -1.194 1.575  C131 1.092
140 H -2.135 -1.734 2.667  C131 1.097
141 H -1.830 -0.097 2.592  C131 1.091
142 H -5.049 -0.010 -1.694  N132 1.021
143 H -5.515 -1.345 -1.313  N132 1.027
144 C 6.675 -3.014 -0.518  C145 1.525, H150 1.092, H151 1.088, H152 1.095
145 C 6.344 -3.855 -1.747  C144 1.525, C146 1.543, N149 1.455, H153 1.090
146 C 4.814 -3.986 -1.902  C145 1.543, O147 1.416, H154 1.095, H155 1.100
147 O 4.581 -4.833 -3.012  C146 1.416, C148 1.418
148 C 3.252 -4.743 -3.499  O147 1.418, H156 1.091, H157 1.098, H158 1.089
149 N 6.890 -3.259 -2.956  C145 1.455, H159 1.015, H160 1.015
150 H 6.152 -2.058 -0.452  C144 1.092
151 H 7.747 -2.854 -0.422  C144 1.088
152 H 6.327 -3.554 0.369  C144 1.095
153 H 6.715 -4.867 -1.588  C145 1.090
154 H 4.351 -2.993 -1.897  C146 1.095
155 H 4.388 -4.484 -1.018  C146 1.100
156 H 3.053 -3.723 -3.831  C148 1.091
157 H 2.502 -4.994 -2.737  C148 1.098
158 H 3.141 -5.528 -4.244  C148 1.089
159 H 6.524 -3.717 -3.784  N149 1.015
160 H 6.709 -2.284 -3.175  N149 1.015
161 C -0.126 1.888 6.126  C162 1.521, H167 1.093, H168 1.092, H169 1.087
162 C -0.548 3.348 6.196  C161 1.521, C163 1.531, N166 1.475, H170 1.097
163 C 0.445 4.239 6.945  C162 1.531, O164 1.400, H171 1.089, H172 1.102
164 O 0.057 5.579 7.055  C163 1.400, C165 1.386
165 C -0.824 5.918 8.071  O164 1.386, H173 1.100, H174 1.094, H175 1.094
166 N -0.738 3.847 4.821  C162 1.475, H176 1.015, H177 1.019
167 H -0.897 1.450 5.488  C161 1.093
168 H -0.268 1.364 7.073  C161 1.092
169 H 0.879 1.789 5.722  C161 1.087
170 H -1.578 3.465 6.558  C162 1.097
171 H 1.423 4.142 6.477  C163 1.089
172 H 0.502 3.746 7.930  C163 1.102
173 H -0.372 5.768 9.062  C165 1.100
174 H -1.835 5.500 8.064  C165 1.094
175 H -0.970 7.002 8.080  C165 1.094
176 H -0.223 4.679 4.550  N166 1.015
177 H -0.340 3.168 4.174  N166 1.019

net charge	-1
ΔE to the lowest compared entry with this formula, charge and spin	49.7	kcal/mol
electronic energy	-3726.6156	Eh